Computed, not measured: a structure of composition C28H33IN5ReSi, with ωB97M-V/def2-TZVPD.

Values from the calculation:
E_tot in hartree: -2025.12443
2S+1: 2
HOMO (spin up / spin down) in eV: -16.898 / -16.910
Net charge: +3
⟨S²⟩: 0.76
Gap between HOMO and LUMO (spin up / spin down) in eV: 7.9893 / 7.2845

Each line ends with the Löwdin charge.
CARTESIAN COORDINATES (ANGSTROEM)
C: -1.550 -4.880 0.216  -0.101
C: -1.796 1.684 0.971  -0.128
C: 4.718 -3.562 0.251  -0.041
N: 0.593 1.043 -1.492  0.016
H: -2.639 0.420 -0.371  0.072
C: 2.715 0.024 -1.333  -0.099
H: -1.071 -1.952 2.450  0.112
C: 5.115 -3.822 -1.055  -0.030
C: 2.427 0.604 1.029  -0.136
H: 3.404 2.193 -2.914  0.142
H: -5.231 -2.868 2.047  0.142
H: 0.479 -1.486 -1.617  -0.020
C: -1.679 1.761 -1.524  -0.115
H: 3.476 0.485 1.304  0.153
Re: -0.070 -0.645 -0.264  1.183
H: -0.468 -0.014 2.432  0.104
C: 2.358 2.162 -2.643  0.041
H: -3.184 -2.669 3.491  0.137
H: -4.989 -2.462 -0.398  0.120
C: -4.278 -2.567 1.631  0.017
C: 0.149 3.066 -2.674  0.037
H: -0.568 3.818 -2.974  0.142
H: 1.821 3.974 -3.669  0.141
H: -1.482 -8.142 1.097  0.130
N: -1.839 -1.732 0.546  -0.204
H: 1.783 -5.473 0.525  0.097
C: -4.151 -2.329 0.273  -0.093
C: 3.380 -3.312 0.528  -0.130
C: 1.881 1.131 -1.863  -0.247
C: 1.512 0.385 2.206  -0.142
H: 4.487 -4.055 -3.093  0.124
C: 2.842 -3.571 -1.807  -0.098
C: 0.718 -5.639 0.535  -0.070
C: -1.114 -7.154 0.854  -0.012
C: -2.013 -6.144 0.519  -0.038
H: 0.247 2.381 0.940  0.125
N: 0.105 0.432 1.721  -0.156
H: 2.545 -1.264 0.201  0.051
H: -2.274 -4.131 -0.060  0.059
C: 2.424 -3.311 -0.498  -0.399
H: -3.073 -6.357 0.490  0.122
C: -0.259 1.998 -1.899  -0.231
C: 4.178 -3.833 -2.080  -0.037
H: -2.235 2.684 -1.368  0.145
H: -0.480 2.309 2.547  0.151
H: 3.080 -3.159 1.564  0.116
H: 2.692 -0.834 -2.005  0.126
C: 1.477 3.150 -3.059  0.027
Si: 0.627 -2.983 -0.131  0.858
N: -1.742 0.896 -0.308  -0.151
I: -2.710 -1.789 -2.299  1.159
C: -2.920 -1.947 -0.238  -0.802
H: 1.684 -0.595 2.652  0.132
H: 0.950 -7.685 1.110  0.127
C: 0.249 -6.900 0.862  -0.028
H: 3.755 0.313 -1.179  0.155
H: 2.308 1.609 0.624  0.127
N: 2.091 -0.381 -0.040  -0.188
H: -2.249 2.657 0.787  0.142
C: -0.425 1.809 1.578  -0.155
C: -1.972 -2.032 1.859  -0.137
H: 1.678 1.140 2.977  0.146
H: 2.126 -3.594 -2.623  0.116
H: 5.446 -3.575 1.052  0.123
H: -2.160 1.215 -2.336  0.094
H: -2.453 1.147 1.660  0.135
C: -3.151 -2.449 2.433  0.005
H: 6.155 -4.028 -1.270  0.126
C: -0.173 -4.591 0.222  -0.292